{
  "formula": "C48H80O20",
  "method": "ωB97M-V with the def2-TZVPD basis set",
  "elements": ["C", "C", "C", "O", "C", "H", "H", "H", "H", "H", "H", "H", "H", "C", "C", "C", "O", "C", "H", "H", "H", "H", "H", "H", "H", "H", "C", "C", "C", "O", "C", "H", "H", "H", "H", "H", "H", "H", "H", "C", "C", "C", "O", "C", "H", "H", "H", "H", "H", "H", "H", "H", "O", "C", "O", "C", "C", "C", "H", "H", "H", "H", "H", "H", "O", "C", "O", "C", "C", "C", "H", "H", "H", "H", "H", "H", "O", "C", "O", "C", "C", "C", "H", "H", "H", "H", "H", "H", "O", "C", "O", "C", "C", "C", "H", "H", "H", "H", "H", "H", "O", "C", "O", "C", "C", "C", "H", "H", "H", "H", "H", "H", "O", "C", "O", "C", "C", "C", "H", "H", "H", "H", "H", "H", "O", "C", "O", "C", "C", "C", "H", "H", "H", "H", "H", "H", "O", "C", "O", "C", "C", "C", "H", "H", "H", "H", "H", "H"],
  "coordinates": [[-14.945, 18.199, 18.301], [-15.959, 17.135, 17.910], [-17.060, 17.984, 17.207], [-16.681, 19.342, 17.342], [-15.798, 19.445, 18.451], [-14.314, 18.418, 17.434], [-14.314, 17.935, 19.148], [-16.399, 16.697, 18.807], [-15.546, 16.347, 17.285], [-18.020, 17.755, 17.682], [-17.195, 17.736, 16.153], [-16.318, 19.512, 19.414], [-15.201, 20.348, 18.315], [-13.239, 27.155, 23.385], [-14.614, 27.069, 22.745], [-14.952, 25.557, 22.742], [-14.079, 24.971, 23.717], [-12.869, 25.694, 23.723], [-13.189, 27.774, 24.280], [-12.480, 27.577, 22.722], [-14.633, 27.525, 21.753], [-15.364, 27.625, 23.313], [-14.644, 25.087, 21.798], [-15.978, 25.311, 22.997], [-12.120, 25.238, 23.069], [-12.465, 25.781, 24.733], [-17.312, 22.813, 19.034], [-16.993, 22.995, 17.551], [-15.790, 23.928, 17.633], [-16.238, 24.847, 18.615], [-16.858, 24.122, 19.693], [-16.816, 21.917, 19.415], [-18.363, 22.598, 19.226], [-17.816, 23.559, 17.104], [-16.812, 22.100, 16.959], [-15.550, 24.423, 16.695], [-14.937, 23.342, 17.993], [-17.616, 24.702, 20.221], [-16.111, 23.920, 20.471], [-11.439, 23.317, 20.384], [-11.249, 22.252, 21.431], [-12.632, 22.162, 22.058], [-13.499, 22.217, 20.940], [-12.890, 23.036, 19.927], [-10.739, 23.248, 19.552], [-11.358, 24.312, 20.823], [-10.446, 22.519, 22.127], [-10.894, 21.297, 21.033], [-12.814, 23.037, 22.698], [-12.734, 21.298, 22.716], [-13.459, 23.975, 19.901], [-13.037, 22.569, 18.954], [-14.281, 18.861, 12.378], [-14.336, 19.802, 13.110], [-13.523, 20.863, 12.948], [-13.656, 21.803, 14.029], [-15.026, 21.521, 14.635], [-15.265, 20.046, 14.284], [-13.644, 22.805, 13.607], [-12.834, 21.679, 14.732], [-15.779, 22.074, 14.075], [-15.111, 21.838, 15.671], [-16.297, 19.980, 13.937], [-15.130, 19.232, 14.995], [-16.655, 24.552, 14.153], [-17.752, 24.321, 13.730], [-18.142, 24.797, 12.544], [-19.521, 24.508, 12.291], [-20.079, 24.006, 13.604], [-18.847, 23.522, 14.391], [-19.621, 23.758, 11.504], [-20.094, 25.367, 11.945], [-20.815, 23.216, 13.456], [-20.604, 24.822, 14.105], [-18.748, 22.441, 14.303], [-18.964, 23.764, 15.443], [-17.415, 20.205, 25.775], [-16.976, 20.550, 24.721], [-16.518, 21.798, 24.508], [-16.276, 22.014, 23.114], [-16.031, 20.595, 22.552], [-16.926, 19.743, 23.449], [-15.411, 22.644, 22.922], [-17.141, 22.454, 22.611], [-14.973, 20.366, 22.672], [-16.313, 20.565, 21.502], [-16.652, 18.715, 23.664], [-17.945, 19.765, 23.052], [-10.605, 27.913, 16.741], [-11.731, 27.739, 17.125], [-12.769, 27.779, 16.286], [-14.012, 27.554, 16.970], [-13.610, 26.864, 18.291], [-12.216, 27.454, 18.533], [-14.679, 26.966, 16.340], [-14.555, 28.491, 17.114], [-13.623, 25.799, 18.076], [-14.306, 27.177, 19.066], [-11.538, 26.802, 19.075], [-12.297, 28.429, 19.017], [-19.381, 23.746, 22.212], [-19.374, 24.835, 22.700], [-18.254, 25.485, 23.091], [-18.488, 26.821, 23.536], [-19.890, 27.151, 22.987], [-20.542, 25.794, 22.842], [-17.729, 27.473, 23.109], [-18.417, 26.854, 24.624], [-19.696, 27.628, 22.023], [-20.469, 27.818, 23.621], [-21.304, 25.699, 22.074], [-21.072, 25.603, 23.781], [-23.597, 22.452, 19.755], [-22.754, 23.171, 19.335], [-21.504, 22.712, 19.057], [-20.663, 23.741, 18.543], [-21.646, 24.860, 18.159], [-22.800, 24.702, 19.163], [-20.223, 23.377, 17.616], [-19.937, 24.053, 19.294], [-21.894, 24.584, 17.134], [-21.216, 25.860, 18.169], [-23.755, 24.980, 18.728], [-22.660, 25.201, 20.116], [-12.652, 24.103, 16.292], [-11.513, 24.374, 16.057], [-10.513, 24.052, 16.909], [-9.218, 24.228, 16.331], [-9.460, 25.028, 15.039], [-10.941, 24.957, 14.772], [-8.823, 23.237, 16.110], [-8.581, 24.801, 16.999], [-8.869, 24.680, 14.191], [-9.145, 26.068, 15.139], [-11.236, 24.282, 13.968], [-11.451, 25.907, 14.617], [-16.076, 29.468, 18.993], [-17.161, 28.955, 19.060], [-18.235, 29.563, 18.527], [-19.445, 28.923, 18.923], [-18.995, 27.493, 19.203], [-17.585, 27.682, 19.767], [-20.187, 29.004, 18.130], [-19.889, 29.408, 19.797], [-18.896, 26.891, 18.297], [-19.680, 26.960, 19.866], [-16.864, 26.874, 19.678], [-17.597, 27.927, 20.836]],
  "orbital_gap_ev": 9.61,
  "spin_multiplicity": 1,
  "smiles": "O=C1CCCO1.O=C1CCCO1.O=C1CCCO1.O=C1CCCO1.O=C1CCCO1.O=C1CCCO1.O=C1CCCO1.O=C1CCCO1.C1CCOC1.C1CCOC1.C1CCOC1.C1CCOC1",
  "e_above_lowest_kcal_mol": 0.0,
  "total_energy_ha": -3381.7969,
  "max_force_ev_per_a": 1.97,
  "homo_ev": -9.6
}